Molecular formula: C37H51BrN2P2ReS
Method: DFT, the ωB97M-V functional and the def2-TZVPD basis

Structure (ORCA input):
```
! wB97M-V def2-TZVPD RIJCOSX def2/J DEFGRID3
* xyz 4 4
N -5.26533 -0.63361 2.38584
C -4.30581 0.07204 2.98400
C -3.29248 0.72148 2.27030
C -3.24613 0.56749 0.87232
C -4.29701 -0.11883 0.24283
C -5.27939 -0.71106 1.05810
C -2.10005 1.15527 0.11309
Re -0.36317 0.02128 -0.54946
P 1.51692 0.64148 -1.76889
C -2.03209 0.95044 -1.35259
C -1.71155 2.13121 -2.18549
C -2.04426 2.07287 -3.55207
C -1.56111 3.05660 -4.41241
C -0.70291 4.02600 -3.88779
C -0.52024 4.20499 -2.52283
C -1.03958 3.23939 -1.65236
Br 0.34204 5.13531 -5.07656
H -1.86249 2.15165 0.51734
H -2.71385 0.24583 -1.82714
H -2.55635 1.31683 2.80844
H -4.37288 -0.21790 -0.83996
H -4.32192 0.13543 4.07429
H -6.09911 -1.27212 0.59509
H -2.65771 1.24647 -3.91767
H -0.86302 3.34529 -0.57808
H -1.80010 3.06135 -5.46997
H 0.03013 5.07059 -2.15940
P -0.78974 -2.13583 -0.95537
C 2.23971 2.19332 -1.05347
C 2.99878 3.12856 -1.99485
H 2.88529 1.90795 -0.20717
H 1.39612 2.74996 -0.61460
H 3.36579 3.98463 -1.41039
H 3.87972 2.65293 -2.44503
H 2.36211 3.53940 -2.78962
C 1.17487 1.04263 -3.54514
C 2.33176 0.96897 -4.53982
H 0.69845 2.03363 -3.56677
H 0.39025 0.33728 -3.85822
H 1.94758 1.21389 -5.54056
H 3.12980 1.69011 -4.31925
H 2.75784 -0.04052 -4.58976
C 2.89205 -0.59425 -1.82401
C 4.31454 -0.06125 -1.98608
H 2.66748 -1.31978 -2.62284
H 2.82873 -1.16265 -0.88443
H 5.00825 -0.91153 -1.94294
H 4.47689 0.43327 -2.95200
H 4.59212 0.62689 -1.17928
C 0.16021 -3.52293 -0.13610
C 1.66425 -3.55012 -0.36592
H -0.28504 -4.48153 -0.45562
H -0.05081 -3.45192 0.94299
H 2.07791 -4.49008 0.02798
H 1.93229 -3.48566 -1.42831
H 2.15936 -2.73628 0.17721
C -0.63846 -2.61451 -2.75410
C -1.53741 -1.81379 -3.69329
H -0.86228 -3.69064 -2.82695
H 0.42134 -2.49324 -3.02994
H -1.29246 -2.07254 -4.73320
H -2.60449 -2.02762 -3.53492
H -1.38064 -0.73138 -3.57655
C -2.48815 -2.83217 -0.62369
C -2.78303 -3.11768 0.84892
H -2.60253 -3.75496 -1.21728
H -3.22613 -2.12291 -1.02994
H -3.84592 -3.37111 0.96839
H -2.19554 -3.95788 1.24554
H -2.59252 -2.22997 1.46855
N 0.59208 -0.18208 1.21585
S -0.20877 -0.08009 2.67746
C 0.47814 -1.42011 3.65363
C -0.38852 -2.45035 4.07116
C 0.11914 -3.52633 4.80140
C 1.48097 -3.57361 5.12498
C 2.33676 -2.53463 4.72855
C 1.83202 -1.45173 4.00342
C 0.49548 1.33592 3.49988
C 1.41646 2.18985 2.88235
C 1.95844 3.25884 3.60608
C 1.54235 3.50195 4.92031
C 0.57397 2.68134 5.51792
C 0.04325 1.60339 4.80616
H 1.57558 -0.41942 1.32428
H -1.44203 -2.38316 3.80307
H -0.54542 -4.33592 5.11511
H 1.88075 -4.41660 5.68670
H 3.39955 -2.56546 4.98062
H 2.48259 -0.62900 3.70358
H 1.70546 1.98906 1.85333
H 2.70959 3.89856 3.13748
H 1.96678 4.33773 5.47896
H 0.24132 2.87942 6.53843
H -0.70478 0.94795 5.24820
*
```

Its HOMO energy (spin up / spin down) is -18.90 / -18.64 eV. The expectation value of S² is 3.894. As for the LUMO energy (spin up / spin down): -13.4675 / -14.8122 eV.

Molecular formula: C37H51N4OP2Pb
Method: DFT, the ωB97M-V functional and the def2-TZVPD basis

Structure (ORCA input):
```
! wB97M-V def2-TZVPD RIJCOSX def2/J DEFGRID3
* xyz 3 1
C -2.65666 1.27933 -0.57766
C -1.28253 1.42757 -2.44241
C -3.67521 1.89816 -1.29048
C -2.18637 2.30071 -3.10927
C -3.44543 2.43043 -2.55770
H -4.63823 1.97252 -0.80284
H -1.88370 2.60590 -4.13334
H -4.23116 2.93107 -3.11131
N -1.46540 0.99586 -1.12929
P -1.52969 0.85572 2.02215
P 0.92263 -0.31051 -2.61108
C -2.94000 0.90789 0.86552
H -3.68618 1.59308 1.29060
H -3.45690 -0.05705 0.88582
C -0.29284 0.83735 -3.29618
H 0.24538 1.58187 -3.90474
C 2.91791 -0.03481 -2.85137
C 0.16566 -1.46461 -3.97544
C -1.43291 2.67959 2.57972
C -2.05419 -0.36584 3.40196
C 3.66590 0.05637 -1.51935
H 3.58976 -0.85726 -0.91127
H 4.73739 0.18633 -1.74748
H 3.34552 0.91057 -0.91495
C 3.51499 -1.23301 -3.58876
H 3.40720 -2.16176 -3.01067
H 3.11308 -1.37939 -4.59633
H 4.59558 -1.06132 -3.70225
C 3.10045 1.26768 -3.61762
H 4.17461 1.43131 -3.76442
H 2.61339 1.26371 -4.59845
H 2.73968 2.12915 -3.04684
C 0.63606 -2.88840 -3.76711
H 0.38604 -3.23199 -2.75532
H 0.11346 -3.53257 -4.48738
H 1.71286 -3.01210 -3.91782
C -1.36815 -1.39818 -3.82797
H -1.64356 -1.51152 -2.77463
H -1.76689 -0.44782 -4.19651
H -1.87468 -2.16794 -4.42411
C 0.60072 -0.84726 -5.31305
H 0.65212 0.25525 -5.26039
H 1.57094 -1.19985 -5.70366
H -0.17062 -1.05696 -6.07549
C -0.96587 -0.39633 4.48897
H -1.20869 -1.19428 5.20878
H 0.02689 -0.61825 4.06804
H -0.90488 0.54643 5.04939
C -2.15689 -1.77483 2.78518
H -2.87780 -1.82457 1.95769
H -1.18128 -2.14526 2.43558
H -2.50552 -2.46849 3.56894
C -3.40730 0.02403 4.01315
H -3.73019 -0.78991 4.68078
H -3.34649 0.92989 4.62554
H -4.18808 0.15996 3.25318
C -1.37108 3.56222 1.33812
H -1.15559 4.59715 1.66373
H -0.58516 3.26216 0.63299
H -2.33405 3.59746 0.80521
C -0.15264 2.84917 3.41052
H 0.74010 2.51527 2.86502
H -0.03800 3.91759 3.63838
H -0.20525 2.31460 4.36774
C -2.64816 3.11167 3.40370
H -3.59819 2.92991 2.88987
H -2.67346 2.65279 4.39676
H -2.56518 4.19614 3.55451
Pb 0.42869 -0.26696 0.25318
C -1.19924 -2.38885 -0.55871
O -2.01107 -3.17628 -0.61716
N 1.56323 1.99863 0.20819
C 1.64303 3.10519 -0.23896
C 1.96773 4.26183 -1.11387
C 2.85411 5.23808 -0.62025
C 1.31461 4.53890 -2.40273
C 2.93278 6.49045 -1.25931
H 3.41208 5.09471 0.31171
C 1.47465 5.78594 -3.00303
H 0.68982 3.77326 -2.94316
C 2.25612 6.78424 -2.43518
H 3.53591 7.22676 -0.77587
H 0.95139 5.97453 -3.93208
H 2.31416 7.76724 -2.89976
N -0.12629 -6.43043 2.30826
C 0.54845 -5.46542 2.42461
C 1.36451 -4.28841 2.53392
C 2.14050 -4.00582 3.67218
C 2.77916 -2.76901 3.75624
C 2.58702 -1.84536 2.72239
N 1.85328 -2.12829 1.63162
C 1.29486 -3.34632 1.50704
H 2.21300 -4.73921 4.47749
H 3.40338 -2.49154 4.60605
H 3.03558 -0.84803 2.76356
H 0.73965 -3.56248 0.58499
*
```

Its HOMO energy (spin up / spin down) is -16.35 / -16.55 eV. As for the LUMO energy (spin up / spin down): -11.5147 / -9.9044 eV.

Energy relative to the best compared isomer or geometry (same formula, charge and spin) values (in kcal per mole) by entry order: 0.0; 11.4.